C38H58F16O11S7 | ωB97M-V with the def2-TZVPD basis set

The value obtained for the HOMO energy is -8.620 eV. The multiplicity is 1. As for the total energy: -6695.09995 Eh. As for the frontier orbital gap: 7.4 eV. For the strongest force on any atom, the calculation gives 6.45 eV/Å. The calculation puts the LUMO energy at -1.18 eV.

Cartesian coordinates (Å):
1 C 8.90903 3.09698 2.13261
2 C 9.91337 1.91545 2.32142
3 C 9.39485 0.86888 3.35977
4 F 8.19565 0.29799 3.01966
5 F 10.36521 -0.06572 3.66149
6 F 10.12227 1.48057 1.04166
7 F 11.07539 2.44840 2.61462
8 O 7.56979 2.73619 1.62700
9 C 6.48857 3.67175 1.59608
10 C 5.51529 3.06686 0.63393
11 F 5.22486 1.67584 0.57162
12 F 4.45176 3.89728 0.52047
13 F 6.16213 3.65811 2.86899
14 F 7.02157 4.86710 1.22940
15 H 9.24727 3.93822 1.52763
16 H 8.83351 3.56043 3.11627
17 H 9.12969 1.36714 4.29226
18 H 6.10512 3.28472 -0.25643
19 C 3.80160 -6.11916 2.05729
20 C 4.78840 -7.30019 2.26918
21 C 6.23108 -6.82307 1.97376
22 F 6.72517 -5.72228 2.51274
23 F 7.16475 -7.73705 2.28590
24 F 4.87427 -7.57271 3.53600
25 F 4.34148 -8.44743 1.64982
26 O 2.45321 -6.50168 2.36163
27 C 1.38782 -5.51882 2.36330
28 C 0.03902 -6.18349 2.36585
29 F -0.31232 -6.73537 3.53410
30 F -1.13450 -5.61118 1.85035
31 F 1.67591 -4.59057 3.27671
32 F 1.50339 -4.88684 1.23547
33 H 3.93259 -5.64316 1.08550
34 H 4.18558 -5.23366 2.56379
35 H 6.40149 -6.71997 0.90211
36 H 0.09314 -7.05522 1.71373
37 C 0.56618 4.88922 4.32832
38 S 2.16812 4.73295 3.46741
39 O 2.42774 3.51467 2.58049
40 C 2.21371 6.31135 2.46276
41 H 0.43032 4.08377 5.05004
42 H -0.18761 4.67763 3.56994
43 H 0.23595 5.76013 4.89449
44 H 1.23362 6.58709 2.07354
45 H 2.92990 6.04621 1.68501
46 H 2.78720 7.00135 3.08170
47 C -7.60946 0.16451 -4.78000
48 S -6.15443 0.41708 -3.62153
49 O -5.91509 -0.95299 -2.91326
50 C -4.90412 0.47551 -4.95692
51 H -7.50978 0.85274 -5.61935
52 H -8.46011 0.46010 -4.16590
53 H -7.66670 -0.89337 -5.03635
54 H -3.91245 0.44397 -4.50558
55 H -5.12463 1.40242 -5.48638
56 H -4.95623 -0.30829 -5.71259
57 C -6.07580 -2.09260 0.94403
58 S -7.57899 -1.12099 1.27721
59 O -8.72346 -1.89824 0.60968
60 C -7.63065 -1.68199 3.08442
61 H -5.96105 -2.23852 -0.13005
62 H -6.11662 -3.05178 1.46019
63 H -5.10794 -1.71120 1.26943
64 H -7.97641 -2.70467 3.23499
65 H -8.46822 -1.29546 3.66508
66 H -6.69787 -1.76707 3.64190
67 C -4.07219 -3.07783 -4.32116
68 S -3.93546 -3.81860 -6.06331
69 O -5.15586 -3.30010 -6.83751
70 C -2.45978 -2.81676 -6.54612
71 H -4.33308 -2.04646 -4.55844
72 H -3.19091 -3.17064 -3.68646
73 H -4.88151 -3.44281 -3.68880
74 H -2.13628 -3.07411 -7.55470
75 H -1.58741 -2.97448 -5.91193
76 H -2.51508 -1.73182 -6.45704
77 C -5.68003 1.43786 0.33230
78 S -4.61856 2.79499 -0.25255
79 O -3.79653 3.29008 0.93958
80 C -3.45360 1.83951 -1.27945
81 H -4.91972 0.90307 0.90152
82 H -6.13566 0.73712 -0.36731
83 H -6.47716 1.69735 1.02898
84 H -3.19740 0.93510 -0.72762
85 H -2.54933 2.40594 -1.50208
86 H -4.05480 1.51970 -2.13055
87 C -1.04581 1.51159 -6.06282
88 S -1.55975 2.39331 -4.55716
89 O -1.52695 1.25058 -3.48288
90 C 0.00118 3.25301 -4.36798
91 H -0.78786 0.48561 -5.80025
92 H -0.13832 1.94401 -6.48418
93 H -1.73234 1.71550 -6.88452
94 H 0.26659 3.85548 -5.23671
95 H 0.80408 2.53419 -4.20444
96 H -0.11568 3.88675 -3.48888
97 C -1.20139 4.89981 0.73297
98 S -0.49379 4.35709 -0.87614
99 O -0.36736 5.65270 -1.69935
100 C 1.16262 3.87972 -0.15984
101 H -2.15740 5.41293 0.62882
102 H -0.59609 5.63912 1.25751
103 H -1.19770 4.03932 1.40204
104 H 1.63862 3.29379 -0.94610
105 H 1.04109 3.15817 0.64805
106 H 1.87167 4.64774 0.14919
107 C -2.87996 -2.33441 -0.86984
108 C -2.20023 -1.47698 -1.75479
109 C -1.06072 -0.76795 -1.42542
110 C -0.42774 -0.93652 -0.17573
111 C -1.09157 -1.81935 0.74653
112 C -2.22775 -2.60848 0.40186
113 C -0.45883 -2.03448 2.05314
114 O -1.06268 -2.73282 2.91408
115 C 0.66406 -1.12595 2.37720
116 C 1.08525 -1.03917 3.76408
117 C 2.04188 -0.15522 4.18542
118 C 2.72133 0.59188 3.21339
119 C 2.35562 0.60565 1.86711
120 C 1.31622 -0.25282 1.47095
121 C 0.87946 -0.20528 0.04858
122 O 1.41134 0.36600 -0.92897
123 H -3.80743 -2.81628 -1.14188
124 H -2.58294 -1.21968 -2.73138
125 H -0.59928 -0.22554 -2.23736
126 H -2.50635 -3.35753 1.12829
127 H 0.63490 -1.62365 4.55273
128 H 2.30738 -0.19692 5.23144
129 H 3.62131 1.11457 3.50188
130 H 3.01916 0.86553 1.05559



C38H59HfNO2P3Si | ωB97M-V with the def2-TZVPD basis set

The net charge is +3. The value obtained for the HOMO energy is -15.639 eV. The multiplicity is 1. As for the total energy: -3049.42892 Eh. As for the frontier orbital gap: 6.9 eV. For the strongest force on any atom, the calculation gives 0.57 eV/Å. The calculation puts the LUMO energy at -8.75 eV.

Cartesian coordinates (Å):
1 Hf 0.22823 0.59264 -0.39314
2 C -1.52861 2.70262 1.10952
3 C -0.83451 2.43002 2.45226
4 C -1.66854 1.57010 3.39910
5 P 0.79553 1.64738 2.05903
6 C 1.99782 3.04247 2.25567
7 C 3.45284 2.59377 2.20731
8 C 1.72687 4.18554 1.28334
9 C 1.27131 0.45302 3.33040
10 C 1.62433 0.88463 4.60898
11 C 2.10790 -0.02614 5.53433
12 C 2.25955 -1.36253 5.17940
13 C 1.88108 -1.79563 3.91602
14 C 1.35736 -0.90294 2.97908
15 Si 0.58243 -1.43171 1.36040
16 C -1.17337 -2.05907 1.73275
17 C -1.38339 -2.81618 2.88927
18 C -2.53134 -3.57873 3.05517
19 C -3.49484 -3.61690 2.05499
20 C -3.33468 -2.83942 0.91944
21 C -2.19511 -2.04800 0.76507
22 P -2.10986 -0.88507 -0.61418
23 C -2.10868 -1.80231 -2.20493
24 C -1.87210 -0.81683 -3.34915
25 C -1.06534 -2.91449 -2.19561
26 C -3.66523 0.13856 -0.59471
27 C -4.80549 -0.42535 -1.44387
28 C -4.14695 0.36418 0.84216
29 C 1.41455 -2.89191 0.53024
30 C 1.33250 -4.18774 1.03808
31 C 1.85105 -5.26806 0.33664
32 C 2.43406 -5.07187 -0.90604
33 C 2.52370 -3.79246 -1.43746
34 C 2.03231 -2.70677 -0.71763
35 P 2.19651 -1.00633 -1.31569
36 C 2.51971 -1.09651 -3.13383
37 C 2.07885 0.18649 -3.84659
38 C 3.93762 -1.48543 -3.56452
39 C 3.63010 -0.26943 -0.38172
40 C 4.21671 0.97010 -1.06698
41 C 4.70913 -1.30757 -0.06524
42 H -2.50751 3.16573 1.24260
43 H -1.74992 1.75888 0.57364
44 H -0.93538 3.35509 0.46330
45 H -0.61747 3.39161 2.92510
46 H -1.74663 0.53615 3.05046
47 H -2.67510 1.98062 3.49113
48 H -1.22657 1.53968 4.39287
49 H 1.77408 3.39503 3.26912
50 H 3.73508 2.28635 1.20301
51 H 3.65589 1.77079 2.88988
52 H 4.09760 3.42728 2.48811
53 H 1.98058 3.88887 0.26579
54 H 2.35075 5.04036 1.54751
55 H 0.68881 4.52386 1.30841
56 H 1.54177 1.92779 4.89204
57 H 2.38368 0.30664 6.52586
58 H 2.66401 -2.06694 5.89412
59 H 1.99437 -2.84339 3.66138
60 H -0.63539 -2.81920 3.67401
61 H -2.67037 -4.15550 3.96015
62 H -4.37553 -4.23433 2.16888
63 H -4.10503 -2.84823 0.15894
64 H -3.10014 -2.25136 -2.29979
65 H -0.88709 -0.33777 -3.25247
66 H -2.61773 -0.02338 -3.39579
67 H -1.87827 -1.33912 -4.30645
68 H -0.05856 -2.50965 -2.08096
69 H -1.09781 -3.45830 -3.14064
70 H -1.22669 -3.62708 -1.38670
71 H -3.36462 1.10068 -1.02962
72 H -5.17171 -1.37270 -1.04959
73 H -4.54408 -0.56153 -2.49018
74 H -5.63865 0.27772 -1.40540
75 H -4.64084 -0.52914 1.22311
76 H -4.87269 1.17798 0.85944
77 H -3.34556 0.60499 1.53420
78 H 0.83149 -4.36900 1.98229
79 H 1.78300 -6.26567 0.74985
80 H 2.81733 -5.91424 -1.46601
81 H 2.96799 -3.66637 -2.41387
82 H 1.83890 -1.89644 -3.44746
83 H 2.75871 1.00669 -3.61248
84 H 1.05652 0.47603 -3.58870
85 H 2.10868 0.03776 -4.92724
86 H 4.64832 -0.67939 -3.39713
87 H 3.93126 -1.69303 -4.63553
88 H 4.31267 -2.37232 -3.06040
89 H 3.19122 0.03932 0.58013
90 H 4.90313 0.68345 -1.86086
91 H 4.80240 1.54960 -0.35446
92 H 3.45621 1.63227 -1.47919
93 H 5.15373 -1.70729 -0.97698
94 H 4.31809 -2.13851 0.51944
95 H 5.50272 -0.82923 0.51087
96 N 0.34749 4.68054 -3.98287
97 C 1.25359 3.98343 -3.01194
98 C 0.43829 2.90328 -2.31581
99 O -0.73243 2.73919 -2.61643
100 O 1.06572 2.22181 -1.41392
101 H 0.19305 5.66204 -3.74603
102 H -0.56179 4.18315 -3.93294
103 H 0.69189 4.64816 -4.94388
104 H 1.64634 4.69308 -2.28622
105 H 2.09211 3.53542 -3.54152



C38H59O18PS | ωB97M-V with the def2-TZVPD basis set

The value obtained for the HOMO energy is -9.043 eV. The multiplicity is 1. As for the total energy: -3577.04541 Eh. As for the frontier orbital gap: 8.2 eV. For the strongest force on any atom, the calculation gives 4.84 eV/Å. The calculation puts the LUMO energy at -0.88 eV.

Cartesian coordinates (Å):
1 C 2.96123 -4.62738 1.60145
2 C 3.64481 -3.44387 0.71590
3 O 3.69988 -2.28262 1.58258
4 P 3.67845 -0.81127 0.73442
5 O 5.11722 -0.35184 0.39498
6 C 3.01513 0.48694 1.97051
7 C 1.74259 1.29915 1.42532
8 C 0.33473 0.85338 2.13708
9 C -0.58092 0.29161 0.94150
10 C -0.51123 -1.04904 0.45362
11 C 0.46752 -2.11238 1.11102
12 O -0.38773 -3.02148 1.89896
13 O -0.21441 -2.75107 3.23356
14 C -1.47118 -1.44251 -0.77499
15 O -1.12902 -2.17684 -1.71801
16 C -2.95207 -0.81695 -0.67742
17 S -4.35379 -1.86586 -1.22950
18 C -3.03566 0.49597 -0.16867
19 C -4.46278 1.16917 0.00812
20 C -5.39309 0.38223 1.08445
21 C -4.57069 -0.23943 2.31089
22 C -4.34485 -1.82290 2.23356
23 O -5.52950 -2.54209 1.77214
24 C -1.65867 1.23669 0.20640
25 O -1.43052 2.43257 -0.08218
26 O 2.79719 -0.82945 -0.71211
27 C 3.60168 -1.23640 -1.85319
28 C 2.70774 -2.13252 -2.86253
29 H 3.01274 -4.40086 2.72103
30 H 3.48642 -5.60011 1.34035
31 H 1.86656 -4.74377 1.29129
32 H 2.98353 -3.33009 -0.20023
33 H 4.67975 -3.83413 0.40150
34 H 2.76699 -0.05178 2.95838
35 H 3.88560 1.19049 2.23178
36 H 1.66809 1.24927 0.29243
37 H 1.89848 2.39134 1.75202
38 H -0.12397 1.74782 2.66489
39 H 0.48614 0.01044 2.89836
40 H 0.93586 -2.72388 0.27754
41 H 1.20400 -1.67113 1.85224
42 H -0.74525 -1.95154 3.48021
43 H -4.31238 -2.05471 -2.60826
44 H -5.07712 1.21687 -0.95822
45 H -4.35435 2.25995 0.35521
46 H -6.14018 1.12396 1.52739
47 H -5.99988 -0.39633 0.50952
48 H -3.57503 0.27531 2.52371
49 H -5.21408 -0.06391 3.25086
50 H -4.17948 -2.16797 3.32342
51 H -3.41034 -2.13902 1.66498
52 H -5.24989 -3.46608 1.58318
53 H 4.44331 -1.94096 -1.50629
54 H 4.08252 -0.38368 -2.42648
55 H 3.37005 -2.80940 -3.51788
56 H 2.01916 -2.85772 -2.29373
57 H 2.12720 -1.44772 -3.56030
58 O 2.79492 1.58711 -3.97833
59 C 3.39051 2.43233 -3.36008
60 O 4.72899 2.40337 -3.12489
61 C 5.08719 3.49783 -2.27122
62 C 3.97999 4.51103 -2.44308
63 C 2.77159 3.63565 -2.70273
64 H 5.16021 3.12985 -1.24344
65 H 6.05708 3.89651 -2.57270
66 H 3.86529 5.17293 -1.58313
67 H 4.17814 5.13193 -3.32308
68 H 2.28521 3.32491 -1.77463
69 H 2.05821 4.12256 -3.36738
70 O 4.62106 6.17682 -5.21837
71 C 4.43265 5.53941 -6.22410
72 O 4.90085 5.89733 -7.44902
73 C 4.40403 4.98223 -8.43428
74 C 4.05096 3.72750 -7.66936
75 C 3.62077 4.27616 -6.32560
76 H 3.53331 5.43218 -8.92039
77 H 5.17314 4.79993 -9.18637
78 H 3.28785 3.12286 -8.16149
79 H 4.94316 3.10651 -7.54350
80 H 2.55873 4.53258 -6.31168
81 H 3.86235 3.58884 -5.51571
82 O -3.16779 -1.61934 6.41997
83 C -2.07581 -2.03004 6.71094
84 O -0.91748 -1.54640 6.18390
85 C 0.18396 -2.32960 6.66118
86 C -0.30806 -2.97503 7.93603
87 C -1.78474 -3.16406 7.65644
88 H 0.44454 -3.06653 5.89585
89 H 1.04521 -1.68307 6.83707
90 H 0.21482 -3.90113 8.17935
91 H -0.17866 -2.28459 8.77528
92 H -1.98542 -4.11050 7.14918
93 H -2.38048 -3.08016 8.56469
94 O 0.39814 4.03901 2.54014
95 C -0.53372 4.61348 3.04110
96 O -0.42253 5.47059 4.09018
97 C -1.72941 5.88836 4.50375
98 C -2.61713 5.66537 3.30105
99 C -1.97672 4.46124 2.64212
100 H -2.03320 5.28316 5.36301
101 H -1.70164 6.93721 4.80299
102 H -3.66624 5.51736 3.56172
103 H -2.55517 6.52716 2.62947
104 H -2.36130 3.52182 3.04750
105 H -2.08896 4.48721 1.55857
106 O -4.74519 -2.92730 -4.56141
107 C -4.64337 -4.10634 -4.33323
108 O -5.34623 -5.06911 -4.98561
109 C -5.06720 -6.34435 -4.39440
110 C -3.73682 -6.17666 -3.69698
111 C -3.77317 -4.72330 -3.27336
112 H -5.87424 -6.58938 -3.69760
113 H -5.02813 -7.10868 -5.17203
114 H -3.59384 -6.87245 -2.86881
115 H -2.92148 -6.33052 -4.41058
116 H -4.25219 -4.59424 -2.30023
117 H -2.77787 -4.27909 -3.27456